one:
Molecular formula: C5H11NO2
Method: DFT, ωB97M-V/def2-TZVPD

Geometry as XYZ:
```
19
Properties=species:S:1:pos:R:3:mulliken_charge:R:1
C 0.284 -0.883 -0.557 0.234
C 0.135 2.015 0.979 -0.619
C -2.081 -0.675 -0.264 -0.801
C 1.427 -0.474 -1.458 -1.374
N -0.815 -0.062 -0.577 -0.162
C 0.701 -0.566 1.109 0.227
O -0.425 0.734 1.193 -0.388
O 1.847 -0.267 1.356 -0.563
H 0.073 -1.958 -0.549 0.410
H 0.111 -1.290 1.687 0.310
H -0.110 2.372 -0.026 0.248
H 1.224 1.970 1.086 0.290
H -0.273 2.707 1.720 0.248
H -2.015 -1.491 0.466 0.337
H -2.785 0.080 0.078 0.263
H -2.449 -1.099 -1.208 0.358
H 2.343 -0.973 -1.139 0.338
H 1.591 0.601 -1.397 0.263
H 1.218 -0.738 -2.497 0.379
```

LUMO energy   -0.03397 Eh
Frontier orbital gap   7.77 eV

***

two:
Molecular formula: C5H11NO2
Method: DFT, ωB97M-V/def2-TZVPD

Geometry as XYZ:
```
19
Properties=species:S:1:pos:R:3:mulliken_charge:R:1
C 1.093 0.533 -0.059 -0.391
C -1.072 1.455 -0.703 -1.004
C -0.272 -1.598 1.470 -1.238
C 1.327 -0.245 -1.349 -1.184
N -0.336 0.615 0.239 0.699
C -1.071 -0.576 0.699 0.682
O -0.654 0.933 1.544 -0.745
O -2.191 -0.760 0.285 -0.635
H 1.490 1.550 -0.127 0.371
H 1.576 0.041 0.784 0.323
H -0.644 2.456 -0.691 0.356
H -1.028 1.021 -1.700 0.369
H -2.109 1.489 -0.371 0.328
H -0.989 -2.273 1.932 0.338
H 0.363 -2.172 0.801 0.252
H 0.337 -1.140 2.253 0.403
H 0.692 -1.127 -1.387 0.339
H 1.127 0.363 -2.227 0.378
H 2.364 -0.566 -1.395 0.358
```

LUMO energy   0.02837 Eh
Frontier orbital gap   9.99 eV

***

Bottom line: two, by a margin of 187.0 kJ/mol.

***

one:
Molecular formula: C5H11NO2
Method: DFT, ωB97M-V/def2-TZVPD

Geometry as XYZ:
```
19
Properties=species:S:1:pos:R:3:mulliken_charge:R:1
C 0.217 -1.499 -0.016 -0.292
N -0.959 -1.246 0.801 -0.131
C -2.111 -0.370 0.327 -0.025
O -1.759 -0.170 -1.112 -0.464
O -2.287 0.804 1.062 -0.645
C 1.388 -0.623 0.419 -0.865
C 1.465 0.622 -0.485 -0.615
C 0.407 1.683 -0.269 -0.716
H -0.936 -0.867 -1.262 0.374
H 0.502 -2.474 -0.306 0.424
H -0.662 -0.835 1.705 0.318
H -3.090 -0.950 0.110 0.259
H 1.257 -0.047 1.247 0.396
H 2.383 -1.081 0.609 0.408
H 1.346 0.210 -1.495 0.334
H 2.389 1.139 -0.515 0.471
H 0.850 2.556 0.206 0.408
H -0.465 1.227 0.269 0.149
H 0.064 1.923 -1.296 0.211
```

LUMO energy   -0.11243 Eh
Frontier orbital gap   5.60 eV

***

two:
Molecular formula: C5H11NO2
Method: DFT, ωB97M-V/def2-TZVPD

Geometry as XYZ:
```
19
Properties=species:S:1:pos:R:3:mulliken_charge:R:1
C -1.319 -0.462 1.296 -0.480
C 1.216 0.219 -0.721 -0.367
C -1.461 -1.854 0.715 -1.082
C 2.210 1.362 -0.827 -1.154
N -0.367 0.983 -0.493 -0.215
C -0.154 0.427 0.767 0.684
O -1.189 0.306 -1.376 -0.351
O 0.555 0.957 1.652 -0.643
H -1.612 1.035 -1.860 0.356
H -2.241 0.111 1.175 0.291
H -1.161 -0.532 2.376 0.329
H 1.662 -0.615 -0.176 0.299
H 1.035 -0.231 -1.700 0.436
H -1.783 -1.864 -0.328 0.280
H -0.542 -2.437 0.819 0.290
H -2.251 -2.383 1.256 0.365
H 2.445 1.774 0.156 0.276
H 3.137 1.022 -1.296 0.379
H 1.819 2.182 -1.435 0.307
```

LUMO energy   0.02467 Eh
Frontier orbital gap   9.92 eV

***

Bottom line: two, by a margin of 297.5 kJ/mol.